This record from OMol25 describes a cluster of 11 separate species, C20H64BF4N4O10 in total. The level of theory is ωB97M-V with the def2-TZVPD basis set.

Positions of all 103 atoms, in Å:
O -10.8461 -9.0217 14.6301
H -10.4960 -9.6128 13.9596
H -11.7523 -8.7539 14.4607
H -10.7344 -9.4067 15.5024
O -15.1608 -6.2233 14.3858
H -15.9543 -6.5170 13.9322
H -14.6394 -5.6537 13.8156
H -14.6061 -6.9564 14.6626
C -18.8599 -8.2535 12.1893
C -18.2526 -7.2934 13.2117
O -17.2536 -6.3418 12.8259
H -18.2556 -8.6364 11.3669
H -19.7120 -7.7634 11.7182
H -19.2354 -9.1256 12.7246
H -17.7801 -7.8793 14.0000
H -18.9486 -6.6654 13.7678
C -15.4727 -9.0570 16.2243
C -14.2778 -9.4052 15.2538
O -13.5413 -8.3377 14.8969
H -16.2844 -8.5336 15.7191
H -15.1917 -8.6114 17.1785
H -15.9215 -10.0195 16.4701
H -14.7561 -9.8556 14.3841
H -13.6605 -10.2306 15.6086
B -12.9351 -5.0443 12.3212
F -13.7851 -4.2811 13.1165
F -11.6332 -4.5884 12.1778
F -12.7679 -6.2308 12.9073
F -13.5865 -5.1553 11.0849
C -14.5536 -9.8791 19.9299
C -15.6741 -9.1125 20.5704
C -17.0528 -9.6991 20.1353
O -17.9508 -8.9887 21.0275
C -19.3345 -9.1869 20.6836
N -15.5258 -9.2330 22.0687
H -14.4113 -10.8338 20.4362
H -13.6395 -9.3007 20.0633
H -14.7257 -10.0850 18.8734
H -15.5354 -8.0620 20.3146
H -17.1637 -10.7386 20.4440
H -17.4035 -9.5829 19.1098
H -19.5324 -10.2450 20.8549
H -19.4272 -9.0249 19.6097
H -20.0756 -8.5575 21.1764
H -15.3586 -10.1727 22.3992
H -16.4943 -9.0327 22.2736
C -14.0835 -10.5393 9.2794
C -15.1104 -11.1652 10.0824
C -14.5094 -11.6424 11.4497
O -13.7270 -12.7826 11.4631
C -13.0380 -13.0169 12.6906
N -16.1378 -10.1176 10.2980
H -13.7169 -9.6643 9.8161
H -14.2907 -10.3493 8.2263
H -13.2146 -11.1973 9.2891
H -15.3678 -11.9710 9.3950
H -15.3155 -11.7820 12.1700
H -13.9859 -10.8125 11.9244
H -12.5492 -13.9446 12.3928
H -13.7268 -13.2471 13.5034
H -12.4014 -12.2195 13.0739
H -15.8098 -9.3260 10.8328
H -16.9454 -10.5004 10.7685
C -16.1348 -12.9306 16.4663
C -14.7976 -13.5194 16.7363
C -13.8661 -12.6930 17.6876
O -12.4600 -13.0364 17.5902
C -12.0700 -14.4162 17.7720
N -15.1148 -14.8602 17.2974
H -16.6379 -12.4063 17.2788
H -16.8226 -13.6118 15.9653
H -16.0877 -12.3332 15.5558
H -14.3073 -13.8283 15.8132
H -14.2671 -12.7434 18.6998
H -13.8954 -11.6659 17.3237
H -12.6673 -15.0423 18.4348
H -10.9950 -14.5896 17.7224
H -12.3738 -14.8588 16.8234
H -14.2725 -15.4073 17.1905
H -15.7158 -15.2490 16.5849
C -17.6571 -4.7361 17.1909
C -18.6607 -5.8289 16.7301
C -19.0322 -6.8238 17.9002
O -19.8941 -7.9371 17.5062
C -19.1775 -8.9993 16.8476
N -19.6872 -5.1030 16.0914
H -17.9421 -4.2917 18.1446
H -17.5079 -3.9678 16.4322
H -16.6446 -5.0602 17.4313
H -18.0895 -6.3945 15.9938
H -19.5180 -6.2507 18.6899
H -18.0814 -7.0805 18.3672
H -19.4899 -9.9699 17.2330
H -18.1590 -8.9789 17.2354
H -19.1454 -9.0064 15.7581
H -20.2537 -5.7337 15.5424
H -20.3270 -4.8109 16.8163
O -14.1075 -7.9287 11.6485
H -14.1831 -8.0339 12.5969
H -13.2926 -7.4417 11.5253
O -11.4436 -7.5423 17.0214
H -12.3064 -7.7762 16.6794
H -11.6250 -6.9181 17.7240

## Properties
**Net charge**: -2
**Multiplicity**: 2
**Frontier orbital gap (alpha / beta)**: 2.940 / 5.700 eV
**LUMO (alpha / beta)**: 3.80 / 3.80 eV

This record from OMol25 describes a structure of composition C42H32N6O5Yb. The level of theory is ωB97M-V with the def2-TZVPD basis set.

Positions of all 86 atoms, in Å:
Yb -0.5004 0.5762 0.0867
C -4.7051 -3.0773 1.8688
C -3.9125 -3.0997 0.7273
C -3.3059 -1.9380 0.2784
C -3.5104 -0.7494 0.9647
C -4.3132 -0.7124 2.0936
C -4.9032 -1.8824 2.5477
N -2.8143 0.4248 0.5211
N -3.5260 1.4352 0.4813
C -2.9094 2.6363 0.0458
C -3.8004 3.7078 -0.0367
C -3.3549 4.9350 -0.4914
C -2.0212 5.0595 -0.8690
C -1.1625 3.9684 -0.7864
C -1.5531 2.7112 -0.3183
H -5.1554 -3.9916 2.2347
H -3.7526 -4.0297 0.1951
H -2.6863 -1.9267 -0.6109
H -4.4165 0.2211 2.6312
H -5.5028 -1.8626 3.4494
H -4.8341 3.5494 0.2507
H -4.0298 5.7791 -0.5600
H -1.6521 6.0146 -1.2295
H -0.1326 4.1221 -1.1108
C 1.7594 2.5187 -3.3801
C 1.8349 2.4597 -1.8799
O 1.2145 1.6205 -1.2429
N 2.6323 3.3473 -1.2570
C 2.5915 3.4886 0.1958
C 3.1279 2.3143 0.9926
C 4.4839 2.1457 1.2303
C 4.8882 1.1575 2.1166
C 3.9230 0.3990 2.7562
C 2.5918 0.6189 2.4289
N 2.2008 1.5301 1.5397
H 0.8263 2.0526 -3.6914
H 2.5908 1.9554 -3.8088
H 1.8019 3.5452 -3.7454
H 3.0692 4.0667 -1.8036
H 1.5591 3.6413 0.5119
H 3.1722 4.3754 0.4447
H 5.2091 2.7958 0.7534
H 5.9402 1.0030 2.3234
H 4.1800 -0.3498 3.4949
H 1.8038 0.0445 2.9058
O 0.8638 -3.1896 6.0954
C 0.3272 -3.8385 5.1758
O 0.1765 -5.0646 5.0092
C -0.0416 -2.9854 3.9473
C 0.0863 -3.5104 2.6641
C -0.1242 -2.6958 1.5738
N -0.4618 -1.4048 1.6805
C -0.6804 -0.9197 2.9200
C -0.4730 -1.6689 4.0632
C -1.1306 0.5340 2.9896
O -1.9566 0.8607 3.8208
O -0.5552 1.2874 2.1063
H 0.3559 -4.5519 2.5464
H -0.0059 -3.0728 0.5630
H -0.6154 -1.2186 5.0358
C -3.0530 0.8414 -3.9806
C -2.0965 0.5006 -4.9318
C -0.9250 -0.0967 -4.5079
C -0.7035 -0.3366 -3.1405
C -1.5855 0.1129 -2.1437
C -2.7749 0.6730 -2.6319
C 0.4712 -1.1558 -2.7419
C 1.0820 -2.0213 -3.7014
C 2.1698 -2.7589 -3.3767
C 2.7014 -2.6738 -2.0711
C 3.8524 -3.3854 -1.6606
C 4.3097 -3.2871 -0.3781
C 3.6232 -2.4709 0.5460
C 2.5115 -1.7762 0.1677
C 2.0144 -1.8520 -1.1540
N 0.9031 -1.1200 -1.4941
H -4.0055 1.2575 -4.2925
H -2.2677 0.6833 -5.9860
H -0.1708 -0.3503 -5.2451
H -3.5292 1.0129 -1.9299
H 0.6408 -2.1100 -4.6819
H 2.6259 -3.4285 -4.0986
H 4.3612 -4.0115 -2.3860
H 5.1884 -3.8364 -0.0650
H 3.9739 -2.4046 1.5698
H 1.9718 -1.1681 0.8761

## Properties
**Net charge**: -1
**Multiplicity**: 2
**Frontier orbital gap**: 6.996 eV
**LUMO**: 1.78 eV

This record from OMol25 describes the ion C8H14NO4S2 with charge -1. The level of theory is ωB97M-V with the def2-TZVPD basis set.

Positions of all 29 atoms, in Å:
C -2.5306 -1.5631 0.4761
C -0.2540 -2.3074 -0.3920
C -1.2450 -1.1969 -0.4748
C 0.7336 0.1202 -0.5121
C 1.9089 -0.2644 1.6931
C 3.1968 0.8637 0.0445
C -2.4949 1.4573 -1.4941
C 1.7433 0.6710 0.5729
N -0.5716 0.0567 0.0264
O -2.3382 -1.8917 1.6187
O -3.5761 -1.3488 -0.1566
O -0.4604 2.5103 -0.1468
O -2.3207 1.7332 1.1701
S 1.2833 -1.5357 -1.0623
S -1.4693 1.4864 0.0288
H -0.1581 -2.7577 0.6013
H -0.4611 -3.2148 -0.8473
H -1.5535 -0.8718 -1.4897
H 0.8110 0.6548 -1.4330
H 2.5314 -1.1121 1.3804
H 0.8892 -0.5874 2.0272
H 2.3999 0.3316 2.4778
H 3.5391 -0.0564 -0.5043
H 3.8044 0.9225 0.8931
H 3.3450 1.7473 -0.5127
H -3.0767 2.3804 -1.3174
H -1.7549 1.4865 -2.2276
H -3.2824 0.6777 -1.3153
H 1.3614 1.6085 0.8756

## Properties
**Net charge**: -1
**Structure (SMILES)**: CC(C)[C@H]1SC[C@@H](C(=O)[O-])N1S(C)(=O)=O
**Multiplicity**: 1
**Frontier orbital gap**: 7.568 eV
**LUMO**: 2.87 eV

This record from OMol25 describes the ion C10H16N3 with charge +1. The level of theory is ωB97M-V with the def2-TZVPD basis set.

Positions of all 29 atoms, in Å:
C -3.6335 -0.0879 -0.1930
C -2.5094 -0.1917 -0.9167
C -2.0511 -0.6606 1.1182
C 2.3001 1.4628 1.2400
C 1.6694 2.2990 0.0874
C 0.0718 -1.6470 -1.8170
C 0.1994 -2.4977 -0.5217
C 1.6428 0.1109 1.2627
C 0.4041 1.5252 -0.1107
C -0.0979 -1.0498 -0.4748
N -3.3151 -0.3119 1.1360
N -1.5341 -0.6111 -0.0970
N 0.8702 0.1114 -0.0704
H -4.6475 0.1641 -0.5157
H -2.2886 -0.0275 -1.9588
H -1.3462 -0.8489 1.8592
H 3.2758 1.2175 1.0981
H 2.1485 1.9911 2.1006
H 1.4359 3.2910 0.3314
H 2.1604 2.3345 -0.8577
H 0.9552 -1.4191 -2.2917
H -0.8560 -1.7213 -2.3682
H -0.4672 -3.3141 -0.1874
H 1.2362 -2.9360 -0.4594
H 2.2929 -0.6824 1.4795
H 0.8674 0.0189 2.0971
H -0.1570 1.7179 0.7422
H -0.2656 1.6873 -0.9507
H 1.6394 0.0755 -0.7612

## Properties
**Net charge**: +1
**Structure (SMILES)**: c1cn(C2([NH+]3CCCC3)CC2)cn1
**Multiplicity**: 1
**Frontier orbital gap**: 9.317 eV
**LUMO**: -3.01 eV

What is the multiplicity in the first record? 2